(1)
12
Properties=species:S:1:pos:R:3 method="wB97M-V/def2-TZVPD" lumo_ev=4.52 gap_ev=8.3 e_above_lowest_kcal_mol=9.82 charge=-1 e_tot_ev=-8794.79120 homo_ha=-0.1391 max_force_ev_per_a=2.604
C -0.58 0.35 1.16
C 0.49 -0.06 0.08
N 0.63 1.20 -0.72
C -0.09 -1.24 -0.67
O -0.55 -2.17 0.05
O 0.04 -1.28 -1.91
H -0.34 1.32 1.59
H -1.56 0.44 0.69
H -0.58 -0.44 1.90
H 1.42 -0.41 0.53
H 1.34 1.12 -1.44
H -0.23 1.16 -1.26

***

(2)
14
Properties=species:S:1:pos:R:3 method="wB97M-V/def2-TZVPD" lumo_ev=-3.50 gap_ev=9.6 e_above_lowest_kcal_mol=44.59 charge=+1 e_tot_ev=-23825.13177 homo_ha=-0.4830 max_force_ev_per_a=3.438
C -1.58 -0.33 0.27
C 0.46 -1.25 0.74
N -1.19 0.55 -0.80
P 2.47 0.86 0.04
S 1.39 -0.86 -0.67
H -1.85 0.13 1.20
H -2.14 -1.20 -0.03
H 0.72 -0.78 1.67
H 0.15 -2.28 0.77
H -1.03 1.51 -0.45
H -1.87 0.58 -1.57
H -0.23 0.20 -1.19
H 3.56 0.13 0.51
H 3.05 1.07 -1.21

***

(3)
24
Properties=species:S:1:pos:R:3 method="wB97M-V/def2-TZVPD" lumo_ev="0.72 / -2.23" gap_ev="5.2 / 6.7" charge=0 spin_multiplicity=3 e_tot_ev=-26022.34996 homo_ha="-0.1660 / -0.3265" max_force_ev_per_a=8.054
C 1.77 -0.25 0.22
C -0.68 3.25 0.39
C -1.52 -3.03 -0.03
C 0.00 2.38 -0.65
C -1.49 -1.52 0.20
C 0.11 0.06 -0.91
N 2.46 0.76 0.42
N 1.84 -1.57 0.46
O -0.61 1.09 -0.47
O -0.54 -1.18 -0.81
Cl 3.94 0.64 1.39
H -0.02 4.07 0.82
H -1.64 3.73 0.04
H -1.12 2.63 1.22
H -2.31 -3.43 0.71
H -1.85 -3.16 -0.99
H -0.45 -3.46 0.31
H 1.08 2.09 -0.59
H -0.06 2.62 -1.65
H -0.99 -1.09 1.06
H -2.56 -0.98 0.16
H 0.69 0.26 -1.77
H 1.15 -2.10 -0.07
H 2.80 -1.82 0.55

***

(4)
19
Properties=species:S:1:pos:R:3 method="wB97M-V/def2-TZVPD" lumo_ev=0.73 gap_ev=10.5 e_above_lowest_kcal_mol=39.08 charge=0 e_tot_ev=-9473.44087 homo_ha=-0.3597 max_force_ev_per_a=0.462
C 1.33 -0.92 1.21
C 1.39 -0.57 -0.07
C 1.14 0.82 -0.60
C 0.44 0.80 -1.95
O 0.38 1.53 0.37
H 1.07 -0.20 1.98
H 1.53 -1.94 1.52
H 1.65 -1.31 -0.83
H 2.12 1.31 -0.71
H -0.54 0.32 -1.86
H 0.31 1.82 -2.33
H 1.04 0.25 -2.69
H 0.24 2.43 0.03
C -2.17 -0.99 1.16
O -1.96 -0.09 0.10
H -2.69 -0.52 2.01
H -2.81 -1.80 0.78
H -1.24 -1.44 1.52
H -1.24 0.52 0.37

***

Copy entry 4 word for word.
19
Properties=species:S:1:pos:R:3 method="wB97M-V/def2-TZVPD" lumo_ev=0.73 gap_ev=10.5 e_above_lowest_kcal_mol=39.08 charge=0 e_tot_ev=-9473.44087 homo_ha=-0.3597 max_force_ev_per_a=0.462
C 1.33 -0.92 1.21
C 1.39 -0.57 -0.07
C 1.14 0.82 -0.60
C 0.44 0.80 -1.95
O 0.38 1.53 0.37
H 1.07 -0.20 1.98
H 1.53 -1.94 1.52
H 1.65 -1.31 -0.83
H 2.12 1.31 -0.71
H -0.54 0.32 -1.86
H 0.31 1.82 -2.33
H 1.04 0.25 -2.69
H 0.24 2.43 0.03
C -2.17 -0.99 1.16
O -1.96 -0.09 0.10
H -2.69 -0.52 2.01
H -2.81 -1.80 0.78
H -1.24 -1.44 1.52
H -1.24 0.52 0.37